# 1
Here is a cluster of 2 separate species, C23H30NO in total from the Open Molecules 2025 dataset. Energies are from wB97M-V/def2-TZVPD.

Geometry (Å):
C: 3.743 2.102 -2.003
C: 2.411 1.433 -1.685
N: 2.604 -0.008 -1.461
C: 1.468 -0.793 -1.428
C: 0.405 -0.572 -2.262
C: 1.429 -1.936 -0.432
C: 1.714 -3.258 -0.804
C: 1.691 -4.278 0.151
C: 1.354 -3.985 1.478
C: 1.017 -2.677 1.846
C: 1.043 -1.661 0.890
C: 3.723 -0.374 -0.583
C: 4.981 0.383 -0.981
O: 4.727 1.790 -1.016
H: 4.066 1.786 -3.014
H: 3.639 3.194 -1.945
H: 2.004 1.907 -0.766
H: 1.706 1.579 -2.504
H: -0.418 -1.278 -2.193
H: 0.413 0.167 -3.059
H: 1.958 -3.469 -1.848
H: 1.945 -5.299 -0.143
H: 1.348 -4.776 2.228
H: 0.743 -2.433 2.874
H: 0.755 -0.638 1.149
H: 3.484 -0.127 0.470
H: 3.918 -1.450 -0.652
H: 5.751 0.257 -0.208
H: 5.332 0.003 -1.960
C: -2.450 1.868 -2.290
C: -1.866 1.916 -0.943
C: -2.323 1.296 0.218
C: -1.751 1.692 1.484
C: -0.734 2.789 1.546
C: -2.152 1.077 2.657
C: -3.127 0.075 2.664
C: -3.525 -0.562 3.953
C: -3.716 -0.299 1.451
C: -3.349 0.273 0.243
C: -4.035 -0.212 -0.992
H: -1.935 2.603 -2.924
H: -2.321 0.889 -2.770
H: -3.520 2.120 -2.301
H: -1.003 2.576 -0.865
H: -0.485 2.997 2.593
H: 0.202 2.525 1.032
H: -1.110 3.719 1.099
H: -1.699 1.393 3.600
H: -4.285 -1.328 3.781
H: -2.661 -1.027 4.445
H: -3.927 0.179 4.655
H: -4.493 -1.071 1.458
H: -4.729 -1.019 -0.724
H: -4.630 0.569 -1.484
H: -3.330 -0.625 -1.725

Summary:
LUMO energy: -5.472 eV
Frontier orbital gap: 4.921 eV
E: -1024.106451 a.u.
Net charge: +1
Energy relative to the best compared isomer or geometry (same formula, charge and spin): 67.0 kcal/mol

So, what does the natural (NBO) scheme give us? The charges, in e, come out as: -0.080 -0.230 -0.442 0.237 -0.569 -0.096 -0.155 -0.215 -0.209 -0.200 -0.218 -0.243 -0.079 -0.520 0.176 0.202 0.164 0.211 0.210 0.200 0.221 0.227 0.225 0.215 0.205 0.183 0.226 0.209 0.175 -0.721 0.208 -0.219 0.181 -0.670 -0.277 0.199 -0.665 -0.266 0.181 -0.659 0.248 0.281 0.263 0.223 0.244 0.241 0.239 0.235 0.235 0.254 0.257 0.234 0.241 0.241 0.243

# 2
Here is an isolated molecule of C5H7NOS from the Open Molecules 2025 dataset. Energies are from wB97M-V/def2-TZVPD.

Geometry (Å):
N: 1.439 1.649 0.070
C: 0.275 1.880 0.794
C: -0.822 1.060 0.884
C: -1.150 -0.232 0.243
S: -2.464 -1.155 0.254
C: 0.010 -1.304 0.106
C: -0.162 -2.157 -1.063
O: 0.760 -1.070 -1.110
H: 1.502 0.799 -0.561
H: 2.005 2.423 -0.236
H: 0.104 2.812 1.423
H: -1.603 1.793 1.097
H: 0.599 -1.342 1.125
H: -0.905 -2.000 -1.914
H: 0.413 -3.155 -1.114

Summary:
LUMO energy: -0.376 eV
Frontier orbital gap: 7.547 eV
E: -722.758573 a.u.
Net charge: 0
Energy relative to the best compared isomer or geometry (same formula, charge and spin): 100.1 kcal/mol

So, what does the natural (NBO) scheme give us? The charges, in e, come out as: -0.810 0.119 -0.426 -0.144 0.026 -0.023 -0.103 -0.559 0.430 0.397 0.217 0.229 0.233 0.221 0.192

# 3
Here is an isolated molecule of C23H22N4O2S from the Open Molecules 2025 dataset. Energies are from wB97M-V/def2-TZVPD.

Geometry (Å):
C: 0.590 4.156 -4.517
C: 0.874 3.337 -3.295
C: 0.478 2.008 -3.228
C: 0.707 1.235 -2.102
C: 0.277 -0.199 -2.091
C: 1.343 1.815 -0.995
C: 1.535 1.013 0.219
C: 1.173 1.394 1.478
S: 1.483 0.150 2.629
C: 2.072 -0.835 1.284
N: 2.608 -2.080 1.518
C: 2.039 -3.113 2.210
O: 2.687 -4.086 2.535
C: 0.576 -3.034 2.459
N: -0.137 -2.365 1.638
N: -1.482 -2.399 1.713
C: -2.145 -1.471 0.858
C: -1.844 -0.122 0.970
C: -2.435 0.789 0.113
C: -3.338 0.354 -0.842
C: -3.652 -0.992 -0.936
C: -3.054 -1.911 -0.093
C: -2.200 -3.335 2.430
O: -3.407 -3.302 2.482
C: -1.354 -4.417 3.070
C: -0.012 -3.876 3.551
N: 2.056 -0.246 0.150
C: 1.764 3.147 -1.050
C: 2.494 3.807 0.084
C: 1.523 3.885 -2.201
H: 1.254 5.016 -4.572
H: -0.437 4.521 -4.490
H: 0.709 3.559 -5.418
H: -0.020 1.563 -4.078
H: 1.149 -0.846 -2.167
H: -0.236 -0.451 -1.166
H: -0.387 -0.405 -2.927
H: 0.714 2.309 1.790
H: 3.522 -2.271 1.125
H: -1.149 0.204 1.727
H: -2.186 1.836 0.190
H: -3.798 1.064 -1.512
H: -4.360 -1.332 -1.677
H: -3.291 -2.961 -0.168
H: -1.924 -4.870 3.880
H: -1.194 -5.183 2.303
H: 0.677 -4.680 3.809
H: -0.150 -3.246 4.437
H: 3.054 3.083 0.670
H: 1.793 4.314 0.746
H: 3.184 4.554 -0.302
H: 1.854 4.913 -2.241

Summary:
LUMO energy: -0.001 eV
Frontier orbital gap: 8.276 eV
E: -1657.370854 a.u.
Net charge: 0
Energy relative to the best compared isomer or geometry (same formula, charge and spin): 0.0 kcal/mol

So, what does the natural (NBO) scheme give us? The charges, in e, come out as: -0.626 0.008 -0.227 0.041 -0.645 -0.043 0.111 -0.440 0.360 0.269 -0.637 0.655 -0.575 0.118 -0.181 -0.323 0.220 -0.243 -0.197 -0.209 -0.204 -0.220 0.678 -0.563 -0.494 -0.468 -0.448 0.016 -0.636 -0.229 0.215 0.220 0.217 0.203 0.236 0.231 0.210 0.242 0.428 0.224 0.218 0.216 0.217 0.226 0.247 0.236 0.261 0.228 0.225 0.213 0.219 0.201

# 4
Here is an isolated molecule of C4H10N2O2 from the Open Molecules 2025 dataset. Energies are from wB97M-V/def2-TZVPD.

Geometry (Å):
C: -1.709 1.042 -0.014
C: -1.059 -0.326 -0.075
O: -1.409 -1.021 1.040
O: -1.197 -1.043 -1.216
H: -1.011 -1.902 0.964
H: -1.394 1.655 -0.852
H: -2.784 0.864 -0.086
H: -1.499 1.543 0.930
C: 1.268 1.008 0.604
C: 0.735 -0.151 -0.209
N: 1.287 -1.420 0.198
N: 0.455 0.087 -1.536
H: 2.265 -1.372 0.451
H: 1.134 -2.149 -0.487
H: 0.692 -0.698 -2.140
H: 1.015 0.866 1.656
H: 0.853 1.949 0.255
H: 2.358 1.068 0.516

Summary:
LUMO energy (alpha / beta): -1.024 / -1.022 eV
Frontier orbital gap (alpha / beta): 7.410 / 7.412 eV
E: -418.264333 a.u.
Net charge: 0
Energy relative to the best compared isomer or geometry (same formula, charge and spin): 123.4 kcal/mol

So, what does the natural (NBO) scheme give us? The charges, in e, come out as: -0.676 0.675 -0.665 -0.665 0.496 0.235 0.238 0.217 -0.630 0.148 -0.870 -0.292 0.375 0.378 0.362 0.229 0.234 0.211

Q: Which of these has the lowest energy relative to the best compared isomer or geometry (same formula, charge and spin)?
A: C23H22N4O2S

Q: net charge of number 3 (C23H22N4O2S)?
A: 0

Q: What is the E in the fourth record?
A: -418.264333 a.u.